(1)
56
Properties=species:S:1:pos:R:3 method="wB97M-V/def2-TZVPD" total_charge=-1
C 4.236 -3.848 2.557
C 3.657 -3.916 1.144
C 3.716 -2.570 0.412
C 2.415 -1.782 0.527
C 2.520 -0.303 0.127
Nb 0.585 0.646 -0.719
C -1.442 1.295 -1.619
O -2.412 0.219 -1.641
C -3.370 0.277 -0.639
C -4.576 -0.541 -1.054
O -5.781 0.118 -0.674
C -6.799 -0.741 -0.235
C -6.617 -1.170 1.203
O 0.462 1.925 0.883
C 1.445 2.891 1.086
C 0.880 4.301 1.029
C 1.963 5.306 1.371
O -0.253 4.460 1.862
B 0.994 -0.642 -2.657
C 2.466 -1.033 -3.098
O -0.029 -1.113 -3.485
H 5.301 -4.060 2.554
H 3.745 -4.533 3.239
H 4.113 -2.841 2.946
H 2.613 -4.216 1.216
H 4.154 -4.689 0.565
H 4.541 -1.979 0.807
H 3.926 -2.758 -0.638
H 1.657 -2.313 -0.042
H 2.097 -1.834 1.569
H 3.370 -0.161 -0.539
H 2.714 0.287 1.024
H -0.355 -0.784 -0.003
H 1.481 1.904 -1.734
H -1.314 1.583 -2.660
H -1.835 2.143 -1.057
H -2.963 -0.117 0.299
H -3.707 1.298 -0.449
H -4.551 -1.530 -0.601
H -4.545 -0.667 -2.134
H -7.733 -0.194 -0.331
H -6.880 -1.620 -0.879
H -6.629 -0.308 1.859
H -5.691 -1.717 1.343
H -7.431 -1.835 1.487
H 2.254 2.819 0.356
H 1.907 2.763 2.076
H 0.549 4.479 0.008
H 2.480 5.015 2.284
H 1.526 6.287 1.530
H 2.695 5.380 0.574
H 0.058 4.519 2.767
H 3.171 -0.243 -2.866
H 2.749 -1.894 -2.491
H 2.549 -1.330 -4.145
H -0.077 -0.636 -4.311

(2)
109
Properties=species:S:1:pos:R:3 method="wB97M-V/def2-TZVPD" s_squared=6.33 total_charge=-1 multiplicity=5 e_above_lowest_ev=1.300
Mn 0.946 -0.414 0.392
C 0.554 3.192 0.609
Si 1.241 1.705 1.545
C 0.660 1.996 3.338
C 3.105 1.990 1.831
C 3.633 3.249 2.138
C 4.973 3.403 2.471
C 5.809 2.290 2.511
C 5.294 1.036 2.204
C 3.948 0.872 1.856
Si 3.212 -0.787 1.309
C 3.529 -2.053 2.704
C 4.469 -1.377 0.003
H 0.785 4.107 1.173
H -0.536 3.122 0.506
H 0.996 3.264 -0.390
H 1.193 2.876 3.715
H 0.915 1.141 3.978
H -0.416 2.182 3.429
H 2.988 4.126 2.120
H 5.365 4.387 2.704
H 6.857 2.404 2.767
H 5.956 0.170 2.221
H 4.486 -1.822 3.189
H 3.600 -3.064 2.281
H 2.746 -2.055 3.474
H 5.419 -1.642 0.489
H 4.656 -0.575 -0.716
H 4.116 -2.248 -0.560
C -0.655 -0.929 1.954
Si -2.324 -0.968 1.229
C -2.056 -1.673 -0.517
N -1.033 -0.905 -1.270
C -0.479 -1.668 -2.400
C -1.425 -1.792 -3.595
C -1.919 -0.400 -4.055
C -1.307 0.700 -3.184
C -1.583 0.412 -1.721
C -3.275 0.663 1.133
C -4.407 0.796 0.320
C -5.142 1.972 0.288
C -4.768 3.048 1.090
C -3.667 2.930 1.924
C -2.933 1.747 1.942
C -3.573 -2.135 2.082
C -3.312 -3.510 2.147
C -4.159 -4.389 2.811
C -5.302 -3.909 3.439
C -5.583 -2.549 3.396
C -4.728 -1.676 2.727
H -0.364 -1.960 2.203
H -0.632 -0.370 2.895
H -2.992 -1.786 -1.092
H -1.674 -2.690 -0.352
H -0.217 -2.662 -2.039
H 0.458 -1.198 -2.705
H -2.273 -2.423 -3.316
H -0.899 -2.312 -4.399
H -3.009 -0.347 -3.974
H -1.669 -0.226 -5.103
H -1.733 1.672 -3.439
H -0.236 0.764 -3.361
H -2.660 0.418 -1.594
H -1.190 1.217 -1.096
H -4.733 -0.042 -0.292
H -6.006 2.053 -0.360
H -5.339 3.969 1.067
H -3.374 3.758 2.560
H -2.070 1.664 2.593
H -2.417 -3.902 1.667
H -3.930 -5.449 2.844
H -5.966 -4.589 3.961
H -6.474 -2.165 3.882
H -4.965 -0.618 2.709
S 1.610 3.569 -6.625
C 1.790 3.096 -5.038
S 2.088 1.449 -4.595
C 1.917 1.824 -2.863
N 1.704 3.079 -2.682
N 1.662 3.797 -3.872
C 1.459 5.202 -3.688
C 1.974 6.161 -4.553
C 1.711 7.506 -4.325
C 0.960 7.908 -3.230
C 0.500 6.950 -2.337
C 0.746 5.605 -2.560
S 2.104 0.592 -1.694
H 2.579 5.866 -5.395
H 2.107 8.242 -5.015
H 0.741 8.958 -3.070
H -0.056 7.250 -1.457
H 0.394 4.856 -1.863
O 2.241 -3.876 -1.327
C 1.657 -3.866 -0.288
O 1.038 -2.777 0.198
C 1.562 -5.071 0.655
N 0.440 -4.871 1.587
C -0.676 -5.644 1.018
C -0.038 -6.903 0.434
C 1.304 -6.389 -0.119
H 2.507 -5.083 1.193
H 0.550 -3.066 1.006
H 0.672 -5.214 2.507
H -1.132 -5.057 0.215
H -1.440 -5.834 1.768
H -0.654 -7.364 -0.339
H 0.123 -7.639 1.226
H 1.241 -6.172 -1.183
H 2.110 -7.104 0.020

(3)
43
Properties=species:S:1:pos:R:3 method="wB97M-V/def2-TZVPD" smiles="CCn1c(=O)cc(SCC(=O)N2CCOCC2)c2ccccc21" total_charge=0 e_above_lowest_ev=0.789
C 0.953 2.400 -3.526
C 1.322 0.968 -3.901
N 1.427 0.122 -2.722
C 2.717 -0.078 -2.242
O 3.685 0.360 -2.836
C 2.818 -0.819 -1.000
C 1.735 -1.310 -0.377
S 1.922 -2.028 1.256
C 2.062 -0.427 2.138
C 0.911 0.466 1.723
O 1.075 1.364 0.918
N -0.301 0.185 2.245
C -0.573 -0.834 3.240
C -2.071 -1.130 3.252
O -2.850 -0.002 3.588
C -2.319 1.220 3.106
C -1.429 1.028 1.886
C 0.429 -1.168 -0.941
C -0.706 -1.737 -0.356
C -1.955 -1.527 -0.887
C -2.085 -0.732 -2.022
C -0.981 -0.177 -2.627
C 0.308 -0.390 -2.116
H -0.002 2.440 -3.008
H 0.895 3.012 -4.423
H 1.714 2.813 -2.870
H 0.606 0.536 -4.602
H 2.312 0.961 -4.365
H 3.811 -0.917 -0.591
H 2.998 0.044 1.839
H 2.074 -0.656 3.201
H -0.264 -0.489 4.236
H -0.032 -1.753 3.002
H -2.371 -1.516 2.267
H -2.298 -1.890 4.005
H -3.172 1.857 2.860
H -1.741 1.707 3.905
H -1.034 1.984 1.538
H -1.995 0.569 1.066
H -0.575 -2.355 0.519
H -2.827 -1.973 -0.433
H -3.064 -0.551 -2.440
H -1.129 0.424 -3.507

(4)
87
Properties=species:S:1:pos:R:3 method="wB97M-V/def2-TZVPD" s_squared=6.05 total_charge=-1 multiplicity=5 e_above_lowest_ev=21.058
Mn 0.762 -2.155 0.036
O 1.272 -0.973 1.621
C 2.361 -0.653 2.102
C 2.352 -0.129 3.424
C 3.557 0.486 3.911
C 4.678 0.455 3.224
C 4.684 -0.268 2.036
C 3.580 -0.658 1.352
C 3.590 -1.515 0.000
N 2.904 -2.561 -0.302
C 3.325 -3.141 -1.405
C 4.490 -2.349 -1.964
N 4.559 -1.283 -1.001
H 1.139 0.075 3.833
H 3.287 0.833 4.796
H 5.666 0.897 3.602
H 5.504 -0.164 1.507
H 2.753 -4.122 -1.875
H 4.950 -2.284 -2.996
H 5.101 -0.559 -0.938
Se 1.405 -6.576 0.719
C 0.496 -5.072 0.467
N -0.018 -4.026 0.515
C -4.514 -1.113 -2.813
C -2.771 -0.952 -2.903
C -2.100 0.296 -2.317
C -2.581 0.448 -0.906
C -3.420 -0.905 -0.540
C -4.738 -1.079 -1.274
P -0.998 0.115 0.210
C -0.234 1.704 0.494
C 0.985 1.723 -0.551
C 2.074 2.725 -0.141
C 1.665 3.838 0.770
C 0.175 4.264 0.327
C -0.846 3.137 0.650
C -1.687 0.071 2.023
C -2.898 1.114 2.294
C -3.544 0.801 3.724
C -2.442 0.364 4.722
C -1.921 -1.008 4.175
C -2.050 -1.243 2.657
H -4.564 -2.020 -3.281
H -4.992 -0.133 -3.153
H -2.351 -1.055 -4.038
H -2.595 -2.071 -2.333
H -2.215 1.340 -2.928
H -1.112 0.238 -2.420
H -3.172 1.219 -0.687
H -3.621 -0.912 0.695
H -2.980 -2.057 -0.767
H -5.396 -0.167 -1.008
H -5.261 -1.729 -0.584
H 0.345 1.749 1.530
H 0.594 1.827 -1.658
H 1.352 0.824 -0.734
H 2.394 2.980 -1.249
H 3.276 2.190 -0.028
H 2.275 4.626 0.629
H 1.449 3.369 1.903
H 0.288 4.504 -0.776
H -0.265 5.185 0.977
H -1.862 3.522 0.331
H -1.065 3.455 1.641
H -0.746 0.404 2.420
H -3.606 1.115 1.575
H -2.082 2.025 2.546
H -4.030 -0.223 3.638
H -3.935 1.745 3.988
H -2.658 0.405 5.844
H -1.760 1.120 4.678
H -2.544 -1.665 4.865
H -0.903 -1.203 4.620
H -2.972 -1.678 2.291
H -1.324 -2.001 2.347
O -0.091 -2.463 -1.953
N 0.492 -1.552 -2.923
C 0.134 -1.825 -4.456
C 0.846 -1.196 -5.400
C 1.685 -0.016 -5.134
C 2.031 0.014 -3.837
C 1.664 -0.651 -2.636
H -0.454 -2.629 -4.838
H 0.758 -1.211 -6.460
H 1.953 0.750 -5.671
H 2.990 0.581 -3.745
H 3.478 4.712 -7.087

(5)
86
Properties=species:S:1:pos:R:3 method="wB97M-V/def2-TZVPD" total_charge=+1
C -5.033 -0.424 0.103
C -3.433 0.009 0.334
C -3.021 1.116 -0.782
I -3.642 2.986 0.159
C -1.570 1.041 -1.536
C -1.562 1.979 -2.886
C -2.783 2.923 -3.274
C -2.418 4.523 -2.943
Br -2.947 2.882 -5.310
N -1.308 -0.419 -1.981
C -2.420 -1.098 -2.713
C 0.043 -0.740 -2.540
C 0.581 -2.165 -1.828
C 1.119 -2.092 -0.323
C 2.339 -3.210 -0.076
N 3.583 -2.521 0.525
P 0.104 -1.409 -4.376
N -0.493 -2.944 -4.525
O 1.776 -1.675 -4.921
O -0.678 -0.460 -5.559
C 1.231 0.354 -2.288
C 1.656 1.222 -3.659
C 2.245 2.717 -3.349
O 1.641 3.885 -3.572
O 3.646 2.770 -2.811
O 1.053 1.151 -1.116
C -0.263 1.453 -0.624
C -0.307 0.837 0.931
C 1.041 1.079 1.806
C 0.707 0.458 3.325
C 1.762 -0.698 3.804
O 1.744 -1.869 2.914
P -0.058 3.369 -0.303
O -0.555 3.820 1.307
Cl 2.057 3.856 -0.171
H -5.138 -1.499 0.584
H -5.780 0.369 0.530
H -5.285 -0.576 -1.053
H -2.846 -0.978 0.393
H -3.416 0.490 1.426
H -3.856 0.965 -1.634
H -1.435 1.229 -3.809
H -0.587 2.663 -2.986
H -3.852 2.712 -2.891
H -1.325 4.670 -2.554
H -3.172 5.002 -2.182
H -2.495 5.165 -3.945
H -1.267 -0.922 -1.043
H -2.620 -0.712 -3.819
H -3.487 -1.100 -2.211
H -2.160 -2.267 -2.685
H -0.279 -2.995 -1.873
H 1.460 -2.632 -2.489
H 1.540 -1.088 0.079
H 0.243 -2.447 0.407
H 2.711 -3.708 -1.067
H 2.042 -4.040 0.702
H 3.668 -1.538 0.182
H 4.452 -3.000 0.142
H 0.258 -3.598 -4.846
H 1.673 -2.155 -5.821
H -1.048 -1.108 -6.260
H 2.224 -0.295 -2.114
H 0.722 1.394 -4.377
H 2.552 0.668 -4.219
H 3.777 3.749 -2.585
H -1.207 1.328 1.545
H -0.587 -0.325 0.938
H 2.005 0.523 1.453
H 1.342 2.192 2.005
H 0.731 1.347 4.104
H -0.402 0.031 3.315
H 1.385 -1.073 4.873
H 2.815 -0.216 3.974
H 2.461 -2.488 3.243
H 0.175 4.268 1.826
N 2.722 -1.746 7.679
C 2.251 -1.101 8.793
C 1.152 -1.791 9.252
C 0.957 -2.896 8.389
C 1.942 -2.845 7.428
H 3.520 -1.458 7.129
H 2.736 -0.207 9.160
H 0.556 -1.529 10.117
H 0.181 -3.648 8.461
H 2.153 -3.495 6.589

| no. | energy (a.u.) |
| --- | --- |
| 1 | -1012.27664 |
| 2 | -5216.50248 |
| 3 | -1393.24663 |
| 4 | -5547.02929 |
| 5 | -5701.79153 |